Record 1
Computed, not measured: the molecule C3H4N2O in a non-equilibrium geometry, with ωB97M-V/def2-TZVPD.

* LUMO level: 0.720 eV
* largest force on an atom: 1.37 eV Å⁻¹
* 2S+1: 1
* structure (SMILES): N#CCC(N)=O
* HOMO energy: -0.38794 Eh

Last column: Mulliken charge in e.
Element x y z (Å)
N 1.044 -0.921 -0.326  -0.35
C 0.614 0.351 -0.576  0.42
O 1.107 1.074 -1.420  -0.58
C -0.551 0.861 0.290  -0.30
C -1.357 -0.255 0.811  0.28
N -1.856 -1.254 1.119  -0.42
H 1.800 -1.250 -0.908  0.24
H 0.537 -1.607 0.219  0.21
H -0.174 1.475 1.121  0.24
H -1.164 1.524 -0.330  0.27

Cartesian forces (eV/Å) of the 2 atoms listed first:
N 0.13 0.24 -0.18
C 0.13 -0.23 -0.22

***

Record 2
Computed, not measured: a 2-piece molecular cluster, C5H12N2S overall in a non-equilibrium geometry, with ωB97M-V/def2-TZVPD.

* LUMO level (alpha / beta): 0.580 / -2.489 eV
* largest force on an atom: 9.95 eV Å⁻¹
* 2S+1: 3
* HOMO energy (alpha / beta): -0.17133 / -0.33038 Eh

Last column: Mulliken spin population.
Element x y z (Å)
C 1.629 2.421 -0.196  0.57
C -0.902 -1.595 -1.066  0.01
C -0.370 -1.296 1.295  0.02
C -2.468 -0.225 0.270  0.00
C -1.146 -1.057 0.111  0.01
N 0.826 3.386 -0.270  0.73
N 2.510 -0.021 -0.448  0.04
S 1.104 0.874 -0.858  0.64
H 2.792 2.486 0.108  0.01
H 3.084 0.004 -1.192  0.01
H -0.108 -2.353 -1.194  0.00
H -1.621 -1.578 -1.949  0.00
H 0.701 -1.635 0.996  0.00
H -0.884 -2.043 1.817  -0.01
H -0.222 -0.345 1.960  0.00
H -2.225 0.699 0.954  0.00
H -2.915 0.007 -0.730  0.00
H -3.214 -1.020 0.692  0.00
H 1.166 4.286 0.018  -0.02
H 2.264 -0.993 -0.317  -0.02

Cartesian forces (eV/Å) of the 2 atoms listed first:
C 7.65 -6.23 1.31
C -0.43 -1.79 -1.86

***

Record 3
Computed, not measured: C30H30HgN7O4 as an isolated structure, with ωB97M-V/def2-TZVPD.

* net charge: -2
* LUMO level (alpha / beta): 4.640 / 4.604 eV
* largest force on an atom: 0.56 eV Å⁻¹
* 2S+1: 2
* HOMO energy (alpha / beta): 0.01761 / -0.04028 Eh

Last column: Mulliken spin population.
Element x y z (Å)
Hg -0.550 0.252 0.178  0.00
N 1.273 -2.054 0.590  -0.01
C 1.313 -3.110 -0.407  0.00
C 1.531 -1.050 -2.014  0.00
O 2.423 -0.835 -3.089  0.00
N 0.707 -0.059 -1.638  0.00
C 0.410 1.010 -2.566  0.00
C -1.078 1.460 -2.538  0.00
O -1.507 2.024 -3.555  0.00
O -1.733 1.288 -1.457  -0.01
H 2.106 -1.479 0.548  0.00
H 1.168 -2.429 1.525  0.00
H 0.503 -3.807 -0.170  0.00
H 2.249 -3.671 -0.383  0.00
H 0.646 0.735 -3.595  0.00
H 0.984 1.921 -2.323  0.00
N -0.857 -0.738 4.465  0.08
C -0.631 0.608 4.779  0.11
C -0.753 1.292 3.609  -0.07
N -1.081 0.453 2.585  0.16
C -1.162 -0.787 3.113  0.11
C -1.545 -1.885 2.352  0.25
N -1.790 -1.784 1.021  0.18
C -2.245 -3.006 0.639  -0.10
C -2.286 -3.885 1.680  0.16
N -1.758 -3.206 2.807  0.08
H -0.960 -1.490 5.116  -0.01
H -0.374 0.923 5.775  0.01
H -0.641 2.350 3.448  0.00
H -2.537 -3.191 -0.383  -0.01
H -2.584 -4.920 1.731  0.02
H -2.185 -3.343 3.713  0.02
C -0.757 -4.273 -2.579  0.00
C -0.405 -2.848 -2.137  -0.01
O -1.311 -2.082 -1.966  0.00
C 1.100 -2.594 -1.876  0.00
C 1.869 -3.419 -2.866  0.00
C 3.184 -3.710 -2.843  0.00
C 4.149 -3.130 -1.954  0.00
C 4.059 -1.863 -1.478  0.00
C 3.092 -0.856 -1.831  0.00
H -1.760 -4.500 -2.222  0.00
H -0.044 -5.011 -2.212  0.00
H -0.771 -4.308 -3.670  0.00
H 1.306 -3.807 -3.707  0.00
H 3.548 -4.443 -3.560  0.00
H 5.014 -3.728 -1.678  0.00
H 4.775 -1.542 -0.726  0.00
H 3.321 0.141 -1.464  0.00
C 4.751 1.128 2.400  0.00
C 3.682 0.237 2.433  -0.01
C 2.430 0.606 1.980  0.00
C 2.173 1.897 1.464  0.01
C 3.279 2.785 1.436  0.00
C 4.527 2.404 1.892  0.00
N 0.948 2.203 0.956  0.01
C 0.447 3.475 1.047  0.00
C -0.499 3.937 0.105  0.00
C -1.095 5.177 0.227  0.00
C -0.790 6.028 1.287  0.00
C 0.143 5.600 2.224  0.00
C 0.758 4.366 2.106  0.00
H 5.732 0.838 2.759  0.00
H 3.834 -0.762 2.832  0.00
H 1.596 -0.085 2.032  0.00
H 3.139 3.776 1.024  0.00
H 5.349 3.113 1.843  0.00
H -0.779 3.282 -0.708  0.00
H -1.814 5.487 -0.523  0.00
H -1.269 6.995 1.383  0.00
H 0.384 6.235 3.072  0.00
H 1.474 4.055 2.857  0.00

Cartesian forces (eV/Å) of the 2 atoms listed first:
Hg 0.17 -0.09 0.34
N 0.08 -0.02 -0.19

***

Record 4
Computed, not measured: C23H38Al2BBr2Cl6F4N2O10S as an isolated structure in a non-equilibrium geometry, with ωB97M-V/def2-TZVPD.

* net charge: +1
* LUMO level: -8.004 eV
* largest force on an atom: 2.55 eV Å⁻¹
* 2S+1: 1
* HOMO energy: -0.33019 Eh

Last column: Mulliken charge in e.
Element x y z (Å)
O 8.887 -0.535 0.156  -0.52
B 8.462 -0.041 1.337  0.87
O 8.251 -0.809 2.423  -0.54
O 8.270 1.438 1.454  -0.35
N 6.921 1.710 1.163  0.37
C 6.611 2.355 0.002  -0.47
C 5.315 2.620 -0.296  -0.85
C 4.303 2.213 0.609  0.06
C 2.839 2.359 0.376  1.40
C 2.266 1.791 -0.758  -0.53
C 0.904 1.901 -0.923  -0.35
N 0.123 2.517 -0.039  0.37
C -1.340 2.570 -0.231  -0.90
C -1.981 1.522 0.653  0.59
C -1.505 0.070 0.429  -0.58
Br -0.442 -0.523 1.966  -0.21
C 0.671 3.089 1.050  -0.91
C 2.018 3.020 1.282  -0.67
C 4.687 1.562 1.790  -1.02
C 6.007 1.327 2.059  -0.53
H 8.115 -0.876 -0.346  0.29
H 7.698 -1.567 2.184  0.32
H 7.431 2.635 -0.638  0.55
H 5.046 3.118 -1.214  0.85
H 2.842 1.274 -1.507  0.39
H 0.424 1.462 -1.784  0.41
H -1.558 2.445 -1.289  0.29
H -1.746 3.565 0.057  -0.10
H -3.066 1.529 0.595  -0.07
H -1.714 1.793 1.676  0.06
H -2.360 -0.596 0.413  0.43
H -0.905 -0.099 -0.461  0.35
H -0.016 3.584 1.726  0.65
H 2.402 3.477 2.180  0.72
H 3.940 1.229 2.495  0.69
H 6.298 0.826 2.969  0.57
C 6.543 -4.438 0.507  -0.37
C 5.224 -4.649 -0.205  0.24
O 4.816 -3.287 -0.499  -0.35
C 5.907 -2.535 -0.531  0.71
O 5.970 -1.391 -0.904  -0.59
O 6.985 -3.194 -0.077  -0.33
H 7.265 -5.230 0.332  0.34
H 6.421 -4.301 1.583  0.25
H 5.328 -5.196 -1.140  -0.20
H 4.485 -5.154 0.412  0.38
C 0.298 2.827 6.442  -1.05
S -0.251 2.311 4.812  0.67
O -0.329 3.533 3.961  -0.63
C -1.924 1.886 5.295  -0.91
H 1.325 3.176 6.357  0.32
H -0.335 3.637 6.804  0.33
H 0.255 1.977 7.122  0.38
H -2.411 2.757 5.734  0.34
H -1.896 1.064 6.010  0.38
H -2.464 1.575 4.403  0.20
O 4.352 2.690 -3.188  -0.61
H 3.775 2.781 -3.954  0.31
H 4.670 1.781 -3.241  0.29
Br 4.433 4.963 0.696  -0.44
F 3.871 -7.390 0.189  -0.32
Al 4.311 -8.234 -1.190  0.45
F 5.253 -9.558 -0.857  -0.31
F 5.355 -7.061 -2.065  -0.13
F 3.026 -8.567 -2.182  -0.30
Al 10.130 2.191 1.605  0.66
C -6.636 0.643 0.370  0.33
Cl -5.529 1.286 -0.843  -0.09
Cl -7.884 1.835 0.718  -0.08
Cl -7.385 -0.837 -0.237  -0.14
Cl -5.733 0.280 1.852  -0.11
C -12.842 -0.874 -4.330  -0.72
O -11.924 -1.940 -4.164  -0.37
C -10.783 -1.829 -4.999  -0.52
C -9.579 -1.331 -4.231  -0.40
O -9.746 0.013 -3.808  -0.39
C -10.085 0.126 -2.437  -0.07
H -13.574 -0.940 -3.527  0.25
H -12.346 0.098 -4.275  0.32
H -13.364 -0.964 -5.289  0.33
H -10.987 -1.178 -5.854  0.33
H -10.565 -2.831 -5.380  0.37
H -8.706 -1.354 -4.892  0.38
H -9.374 -1.984 -3.377  0.26
H -9.219 -0.108 -1.809  -0.29
H -10.917 -0.531 -2.171  0.33
H -10.382 1.158 -2.252  0.29
Cl 6.636 -6.113 -3.151  0.26
Cl -3.557 4.456 0.299  -0.55

Cartesian forces (eV/Å) of the 2 atoms listed first:
O -0.88 0.71 -0.22
B 0.01 -1.49 -0.42

***

Record 5
Computed, not measured: C46H54BiCl2FN5O7Si2 as an isolated structure in a non-equilibrium geometry, with ωB97M-V/def2-TZVPD.

* net charge: -1
* LUMO level: 1.520 eV
* largest force on an atom: 1.27 eV Å⁻¹
* 2S+1: 1
* HOMO energy: -0.20529 Eh

Last column: Mulliken charge in e.
Element x y z (Å)
Bi -0.364 -0.353 -0.191  1.23
O 1.886 -6.065 3.232  -0.74
C 1.118 -5.298 3.838  0.44
O 0.310 -5.493 4.762  -0.75
C 1.171 -3.815 3.335  -0.96
C 1.991 -3.455 2.281  -0.61
C 2.017 -2.129 1.854  1.26
N 1.214 -1.203 2.388  -0.36
C 0.433 -1.537 3.418  0.89
C 0.410 -2.831 3.938  -0.99
C -0.357 -0.456 4.072  0.86
C -1.347 -0.767 5.006  -0.43
C -1.983 0.252 5.690  -0.56
C -1.628 1.564 5.428  -0.67
C -0.651 1.782 4.470  -0.27
N -0.034 0.814 3.806  -0.28
C 2.954 -1.682 0.782  0.43
C 3.688 -2.609 0.037  -0.55
C 4.593 -2.158 -0.906  -0.77
C 4.754 -0.794 -1.086  -0.64
C 3.967 0.052 -0.321  -0.47
N 3.084 -0.368 0.576  -0.08
H 2.605 -4.236 1.856  0.54
H -0.167 -3.124 4.805  0.50
H -1.625 -1.794 5.194  0.26
H -2.747 0.026 6.423  0.41
H -2.096 2.393 5.942  0.44
H -0.338 2.795 4.227  0.43
H 3.557 -3.670 0.187  0.33
H 5.167 -2.862 -1.495  0.41
H 5.465 -0.395 -1.795  0.47
H 4.050 1.128 -0.441  0.73
Cl 2.525 -0.012 -4.595  -0.29
C 2.481 1.154 -3.323  0.45
C 3.220 2.334 -3.448  -0.47
C 3.218 3.274 -2.451  0.62
Cl 4.218 4.689 -2.602  -0.30
C 2.425 3.092 -1.299  0.52
C 2.354 3.978 -0.203  -1.25
C 1.569 3.672 0.877  -1.43
C 0.794 2.504 0.854  -0.18
N 0.827 1.686 -0.172  0.53
C 1.652 1.911 -1.212  -0.11
C 1.720 0.867 -2.190  -0.27
O 1.113 -0.250 -1.984  -0.34
H 3.811 2.493 -4.340  0.51
H 2.935 4.890 -0.229  0.49
H 1.533 4.328 1.735  0.52
H 0.146 2.218 1.672  0.13
C -2.446 -4.154 -2.284  -1.51
Si -1.283 -2.943 -1.404  0.57
C 0.512 -3.519 -1.605  -0.72
C -1.715 -3.074 0.442  -0.21
N -1.418 -1.278 -1.877  0.48
C -1.466 -0.755 -3.150  1.14
C -1.705 -1.538 -4.293  -0.43
C -1.683 -1.020 -5.576  -0.84
C -1.404 0.320 -5.795  -1.05
C -1.155 1.124 -4.692  -0.76
C -1.198 0.592 -3.424  0.34
F -0.900 1.436 -2.404  -0.24
H -2.665 -4.983 -1.609  0.45
H -1.997 -4.577 -3.185  0.41
H -3.392 -3.683 -2.559  0.34
H 0.738 -4.382 -0.973  0.40
H 1.195 -2.710 -1.335  -0.19
H 0.738 -3.785 -2.640  0.46
H -2.250 -3.999 0.659  0.72
H -2.347 -2.237 0.754  -0.50
H -0.819 -3.082 1.071  -0.17
H -1.886 -2.596 -4.157  0.18
H -1.873 -1.674 -6.419  0.39
H -1.359 0.736 -6.793  0.40
H -0.929 2.178 -4.799  0.49
C -4.076 -0.637 2.873  -1.48
C -5.030 -0.867 1.709  1.83
C -5.380 -2.347 1.580  -1.74
C -6.320 -0.069 1.932  -1.99
O -4.400 -0.489 0.486  0.50
Si -3.625 0.856 -0.046  -2.56
O -2.037 0.878 0.221  0.26
O -4.289 2.117 0.782  0.88
C -3.864 3.476 0.835  1.76
C -2.776 3.599 1.902  -1.74
C -3.327 3.942 -0.519  -1.10
C -5.086 4.300 1.234  -2.04
O -3.988 0.982 -1.632  1.04
C -5.254 0.836 -2.287  1.82
C -5.149 1.540 -3.636  -1.77
C -5.551 -0.652 -2.482  -1.23
C -6.375 1.496 -1.480  -1.45
H -4.570 -0.840 3.824  0.68
H -3.730 0.399 2.857  0.11
H -3.204 -1.285 2.784  0.19
H -5.967 -2.670 2.441  0.38
H -4.479 -2.957 1.514  0.18
H -5.966 -2.508 0.673  0.37
H -6.751 -0.312 2.904  0.55
H -7.051 -0.316 1.159  0.38
H -6.103 0.996 1.887  0.16
H -1.958 2.930 1.636  0.25
H -3.173 3.294 2.871  0.33
H -2.405 4.624 1.972  0.50
H -2.458 3.341 -0.795  -0.11
H -3.041 4.994 -0.468  0.59
H -4.088 3.815 -1.291  0.13
H -5.474 3.949 2.191  0.34
H -5.873 4.200 0.484  0.35
H -4.814 5.353 1.323  0.40
H -4.416 1.046 -4.268  0.25
H -4.836 2.576 -3.485  0.32
H -6.119 1.533 -4.137  0.41
H -4.771 -1.102 -3.094  0.20
H -6.518 -0.783 -2.972  0.50
H -5.559 -1.144 -1.510  -0.06
H -6.153 2.554 -1.329  0.19
H -6.461 1.029 -0.502  0.03
H -7.323 1.400 -2.009  0.60

Cartesian forces (eV/Å) of the 2 atoms listed first:
Bi 0.43 0.29 0.01
O -0.04 -0.06 0.04